33
Properties=species:S:1:pos:R:3 method="wB97M-V/def2-TZVPD" orbital_gap_ev="8.06 / 3.74" multiplicity=5 s2=6.037 charge=+2 fmax_ha_per_bohr=0.0589
Pd -0.0069 -0.1993 -0.8237
O -1.0613 -0.9616 1.0156
S -1.8847 -1.6289 -0.0283
O -2.7944 -2.6073 0.4166
O -0.9019 -2.0328 -1.0694
C -2.8410 -0.2127 -0.8426
C -4.1150 -0.6713 -1.1612
C -5.0472 0.1800 -1.7409
C -4.7013 1.4822 -2.0358
C -3.4252 1.9444 -1.7500
C -2.4941 1.1112 -1.1362
S -0.9174 2.1129 -0.8231
O -0.4127 1.5978 0.4770
O -1.2236 3.4854 -0.8879
O 0.0448 1.5847 -1.8276
H -4.3754 -1.6933 -0.9379
H -6.0398 -0.1942 -1.9508
H -5.4177 2.1597 -2.4821
H -3.1480 2.9617 -1.9807
C 5.3716 -1.1541 0.8436
C 4.2535 -0.6873 1.6694
N 4.2937 -0.3994 2.9325
N 3.0823 -0.0182 3.3046
C 2.2032 -0.0509 2.2779
S 0.5577 0.3556 2.4015
N 2.9538 -0.4832 1.2055
N 2.5116 -0.6785 -0.0936
H 6.2618 -1.2342 1.4644
H 5.5801 -0.4624 0.0253
H 5.1649 -2.1320 0.4046
H 2.8995 0.2523 4.2676
H 2.6204 -1.6583 -0.3808
H 3.0085 -0.0682 -0.7535